Record 1
Here is C54H48BrClLaN10O2S2 as an isolated structure from the Open Molecules 2025 dataset. Energies are from wB97M-V/def2-TZVPD.

Atoms and positions in Å:
La 0.02672 -1.03109 -0.42525
Br -2.52340 -8.92041 3.45160
C -3.69748 -7.72070 2.54609
C -4.48889 -8.19853 1.51424
C -5.35946 -7.33833 0.88460
C -5.43207 -5.98746 1.25081
C -4.63525 -5.53619 2.31448
C -3.77792 -6.39985 2.96053
N -6.41647 -5.21488 0.67424
N -6.34079 -4.00733 0.38836
C -5.19660 -3.26238 0.35026
C -5.33183 -1.94340 0.78893
C -4.24761 -1.11469 0.95597
C -2.93546 -1.52562 0.64285
O -1.91537 -0.77509 0.83107
C -2.79047 -2.85134 0.06081
N -1.55811 -3.20031 -0.36975
C -1.38374 -4.39431 -0.89991
C -2.43351 -5.27676 -1.15039
C -3.70733 -4.91076 -0.79367
C -3.91465 -3.70555 -0.09984
H -4.42962 -9.23304 1.21412
H -5.99904 -7.68929 0.09189
H -4.72447 -4.51205 2.65452
H -3.17317 -6.04834 3.78355
H -6.31952 -1.62079 1.08050
H -4.38157 -0.12448 1.36612
H -0.37199 -4.65688 -1.17859
H -2.23837 -6.21784 -1.63804
H -4.54649 -5.52849 -1.08354
N 0.82443 1.66597 -1.31154
C 1.43800 1.33510 -2.53996
C 2.80326 1.52128 -2.71549
C 3.42078 1.15707 -3.89956
C 2.67063 0.62864 -4.93483
C 1.30605 0.46855 -4.77531
C 0.66946 0.79808 -3.58421
C -0.78679 0.55326 -3.45971
C -1.60257 1.03715 -4.48431
C -2.95678 0.76279 -4.50722
C -3.48741 -0.03786 -3.51271
C -2.67238 -0.50941 -2.49379
C -1.30076 -0.22261 -2.39343
H 1.38902 2.30606 -0.76120
H -0.10490 2.05682 -1.45166
H 3.38538 1.95460 -1.91258
H 4.48526 1.29413 -4.01325
H 3.14024 0.34702 -5.86525
H 0.71408 0.05875 -5.57936
H -1.16237 1.64795 -5.26265
H -3.58211 1.15370 -5.29902
H -4.53802 -0.29660 -3.52030
H -3.15044 -1.13454 -1.74575
N 3.58493 -2.69309 -3.05876
C 2.60324 -3.17308 -3.88547
C 2.64733 -3.91518 -5.05182
C 1.43450 -4.26165 -5.61925
C 0.22424 -3.86471 -5.04895
C 0.17357 -3.11745 -3.88798
C 1.38404 -2.77951 -3.28898
N 1.64351 -2.09886 -2.12697
C 2.96509 -2.06158 -2.01198
C 3.66754 -1.49451 -0.90722
C 5.04643 -1.42525 -0.77213
S 5.46144 -0.76630 0.76689
C 3.76179 -0.63466 1.10775
N 2.97219 -1.02168 0.16670
H 4.57451 -2.81512 -3.18245
H 3.58709 -4.21328 -5.48939
H 1.42574 -4.85265 -6.52312
H -0.69675 -4.15413 -5.53280
H -0.76214 -2.79686 -3.45213
H 5.80990 -1.71048 -1.46773
H 3.43637 -0.26524 2.05848
S 0.08544 -3.73715 2.48322
C 0.65702 -2.77951 1.41337
C 3.32035 6.57954 3.21116
C 3.36459 5.15614 3.79050
C 3.45420 5.26338 5.31522
C 4.64561 4.49316 3.25487
C 2.10278 4.32826 3.32317
O 2.15196 4.16913 1.91523
C 0.78655 5.01086 3.75721
C -0.50672 4.42029 3.17816
C -0.69553 4.55547 1.68953
C -1.29722 3.52380 0.97630
C -1.56963 3.64639 -0.37534
C -1.22007 4.81314 -1.03780
Cl -1.56238 4.98350 -2.72738
C -0.61122 5.85164 -0.35108
C -0.36307 5.72019 1.00317
C 2.18075 2.89520 3.91961
N 1.42190 1.91987 3.18936
C 1.55542 1.50125 1.92831
N 0.66712 0.56161 1.66444
C -0.00600 0.43076 2.83190
N 0.42605 1.23945 3.76745
H 4.25051 7.09130 3.44731
H 2.51472 7.17208 3.63607
H 3.22029 6.56326 2.12780
H 4.35432 5.81360 5.58182
H 3.51115 4.28701 5.78790
H 2.60445 5.80100 5.72740
H 5.45594 5.21723 3.23512
H 4.49007 4.13133 2.24188
H 4.97275 3.66520 3.87841
H 1.89751 5.00453 1.50784
H 0.82025 6.06500 3.48720
H 0.71521 4.95709 4.84342
H -1.33524 4.95248 3.65978
H -0.60688 3.37293 3.45848
H -1.58059 2.61217 1.48200
H -2.07332 2.84629 -0.89911
H -0.35375 6.76078 -0.87122
H 0.07866 6.55733 1.52479
H 1.78729 2.88695 4.93623
H 3.22233 2.56970 3.92884
H 2.28791 1.89114 1.25610
H -0.82417 -0.24925 2.96518

Results
- Expectation value of S²: 0.75
- E_HOMO (alpha / beta): -4.456 / -6.687 eV
- Frontier orbital gap (alpha / beta): 3.9 / 6.2 eV
- Spin multiplicity: 2



Record 2
Here is C54H48F3N3O6ReS4Si as an isolated structure from the Open Molecules 2025 dataset. Energies are from wB97M-V/def2-TZVPD.

Atoms and positions in Å:
Re -0.02331 -0.12474 -0.16043
C -2.97220 -5.67917 -3.01240
Si -3.20813 -3.82276 -3.14168
C -2.16086 -3.19067 -4.55730
C -4.99937 -3.43352 -3.48912
C -2.77324 -3.06629 -1.45339
C -3.50421 -3.48683 -0.36414
C -3.27460 -2.99260 0.92893
C -2.33465 -2.02210 1.11737
N -1.59894 -1.60252 0.03840
C -1.77896 -2.10595 -1.17929
S -0.66322 -1.32564 -2.26263
H -3.25423 -6.14898 -3.95622
H -3.59251 -6.10057 -2.21900
H -1.93029 -5.92524 -2.79780
H -2.49196 -3.68658 -5.47255
H -1.10309 -3.41141 -4.40772
H -2.27776 -2.11416 -4.68453
H -5.29582 -3.88989 -4.43570
H -5.16142 -2.35589 -3.55549
H -5.65472 -3.81554 -2.70420
H -4.27495 -4.23828 -0.50073
H -3.83059 -3.37237 1.77442
H -2.10827 -1.61495 2.08740
C 6.17193 -5.84219 0.09466
C 5.06588 -4.83052 0.21039
C 4.52486 -4.51044 1.45422
C 3.48703 -3.60201 1.57441
C 2.99599 -3.00411 0.42585
C 3.48693 -3.32747 -0.82856
C 4.52353 -4.23995 -0.92918
S 1.68614 -1.82380 0.63847
O 0.96099 -2.27666 1.84804
C 2.86080 -0.43048 1.20688
C 4.05067 -0.41486 0.46254
C 5.27304 -0.41629 1.08609
C 5.32703 -0.46138 2.49201
C 6.54589 -0.65120 3.19504
C 6.57171 -0.64931 4.55601
C 5.37345 -0.44761 5.28520
C 4.19165 -0.24678 4.63933
C 4.12479 -0.25530 3.21807
C 2.89012 0.00044 2.53833
C 2.02971 1.08976 3.15852
C 2.76647 2.23823 3.63015
C 4.06561 2.56784 3.14981
C 4.76613 3.62495 3.64890
C 4.21191 4.43939 4.66127
C 2.95257 4.18612 5.11192
C 2.19521 3.10362 4.59496
C 0.87330 2.87919 5.03854
C 0.12156 1.91323 4.44771
C 0.67798 1.08389 3.45426
S -0.53193 0.04808 2.61350
O -1.13704 -0.82432 3.64896
C -1.81730 1.31576 2.40681
C -1.55822 2.55798 1.84076
C -2.56934 3.49831 1.73368
C -3.86297 3.20820 2.17233
C -4.97540 4.20966 2.05084
C -4.10971 1.95123 2.71283
C -3.09602 1.00939 2.83441
H 6.74438 -5.90231 1.01933
H 6.86166 -5.57908 -0.70685
H 5.76320 -6.83177 -0.11608
H 4.91805 -4.97656 2.34911
H 3.06790 -3.35577 2.54079
H 3.07103 -2.87667 -1.72148
H 4.91391 -4.49905 -1.90573
H 4.01004 -0.60861 -0.60472
H 6.18089 -0.50394 0.50145
H 7.46072 -0.80133 2.63406
H 7.50421 -0.80035 5.08345
H 5.39727 -0.44915 6.36710
H 3.28445 -0.09522 5.21068
H 4.50902 1.98748 2.35480
H 5.75548 3.83798 3.26569
H 4.77856 5.26974 5.06169
H 2.50918 4.82058 5.86949
H 0.43848 3.51352 5.80028
H -0.91589 1.78434 4.72647
H -0.54296 2.79849 1.53475
H -2.35127 4.46962 1.30517
H -4.59960 5.18585 1.74609
H -5.49038 4.33041 3.00394
H -5.70439 3.87387 1.31052
H -5.10791 1.69746 3.04761
H -3.30610 0.04162 3.26923
N -1.52849 1.39170 -0.57482
C -2.97957 1.19909 -0.78359
C -3.64585 0.08628 -0.30101
C -5.01052 -0.03007 -0.48478
C -5.72275 0.99511 -1.08826
C -5.06089 2.13451 -1.52665
C -3.68720 2.24204 -1.36557
S -7.49787 0.81464 -1.31529
O -7.65203 -0.60050 -1.61119
O -7.80463 1.71053 -2.41499
O -8.02589 1.22650 -0.02372
H -1.22403 1.95423 -1.37044
H -1.40557 2.05581 0.20822
H -3.00854 -0.65724 0.15031
H -5.54539 -0.91235 -0.15398
H -5.63239 2.92477 -1.99538
H -3.17380 3.13661 -1.70857
F 5.07493 2.03726 -4.66072
C 3.80713 2.45342 -4.81040
F 3.40388 2.07587 -6.03145
F 3.81041 3.78972 -4.77520
C 2.92046 1.86064 -3.74319
C 2.21772 2.65737 -2.86104
C 1.42497 2.04513 -1.90576
N 1.30549 0.72116 -1.79831
C 1.99205 -0.04008 -2.65971
C 2.80712 0.48291 -3.64062
H 2.27822 3.73466 -2.90169
H 0.87108 2.62988 -1.18561
H 1.87331 -1.10842 -2.54646
H 3.34043 -0.17814 -4.30954
O 0.98895 1.11964 0.62643

Results
- Expectation value of S²: 0.76
- E_HOMO (alpha / beta): -7.361 / -7.361 eV
- Frontier orbital gap (alpha / beta): 6.0 / 5.9 eV
- Spin multiplicity: 2



Record 3
Here is a 2-piece molecular cluster, C54H48N3O overall from the Open Molecules 2025 dataset. Energies are from wB97M-V/def2-TZVPD.

Atoms and positions in Å:
C -5.49844 -2.21326 4.97212
C -4.18295 -1.56667 4.62227
C -4.05715 -0.84719 3.43394
C -2.84433 -0.24465 3.06486
C -2.76066 0.50154 1.76602
C -1.74564 -0.39386 3.91771
N -0.47538 0.12259 3.52083
C -0.15986 1.46987 3.33489
C -1.09380 2.58434 3.46370
C -0.92131 3.65074 2.55200
C -1.89048 4.64650 2.45025
C -2.98062 4.65545 3.33080
C -3.06185 3.70160 4.35435
C -2.11581 2.68106 4.44124
N 1.11049 1.60178 3.03329
N 1.66186 0.33037 3.07638
C 3.09560 0.21814 3.03178
C 3.82080 1.00715 3.94446
C 3.17976 1.92392 4.93521
C 5.21149 0.87192 3.97403
C 5.88149 -0.04943 3.16844
C 7.37483 -0.18464 3.23170
C 5.13380 -0.84137 2.29751
C 3.75780 -0.66358 2.13914
C 3.10045 -1.40126 1.00708
C 0.70544 -0.57464 3.33203
C 1.02442 -1.98898 3.48352
O 2.22254 -2.32062 3.62398
C -0.02912 -3.03108 3.38551
C 0.08220 -4.20016 4.28238
C -0.92504 -2.96967 2.29362
C -0.67786 -2.10280 1.19336
C -1.51852 -2.09194 0.08758
C -2.68790 -2.85526 0.08945
C -2.96171 -3.70648 1.16724
C -2.08228 -3.80472 2.23261
C -1.85679 -1.03925 5.14843
C -0.72515 -1.09114 6.12585
C -3.07403 -1.66048 5.46785
H -5.41993 -2.75309 5.92284
H -6.30297 -1.46762 5.06434
H -5.80486 -2.92609 4.19192
H -4.91252 -0.75873 2.75769
H -1.72920 0.55054 1.39832
H -3.36547 -0.00811 1.00146
H -3.14004 1.53208 1.86736
H -0.03498 3.65083 1.91462
H -1.79004 5.41705 1.68317
H -3.75364 5.42112 3.23544
H -3.87206 3.75484 5.08506
H -2.15435 1.95877 5.25823
H 3.96822 2.52881 5.39746
H 2.45748 2.60202 4.47295
H 2.68099 1.37243 5.74446
H 5.78250 1.48407 4.67671
H 7.69638 -1.07237 2.67668
H 7.87406 0.69132 2.79310
H 7.71904 -0.27336 4.27013
H 5.63772 -1.60223 1.69688
H 3.86768 -1.65385 0.25836
H 2.65144 -2.34818 1.33468
H 2.34126 -0.80226 0.49058
H -0.17920 -5.12588 3.74886
H 1.11714 -4.27060 4.64988
H -0.59077 -4.11345 5.15394
H 0.23012 -1.49124 1.20741
H -1.23847 -1.48443 -0.77240
H -3.37238 -2.79296 -0.75648
H -3.86745 -4.31424 1.16617
H -2.26086 -4.50388 3.05448
H -1.14193 -1.08859 7.14367
H -0.12483 -2.00587 6.01630
H -0.06537 -0.22004 6.03392
H -3.15596 -2.21562 6.40688
C 2.45214 0.06671 -2.20092
C 3.67902 0.70018 -1.76285
C 3.80853 1.25881 -0.46776
C 5.02509 1.76266 -0.01970
C 6.14102 1.77317 -0.86476
C 6.01140 1.31116 -2.18024
C 4.79253 0.82078 -2.63303
C 2.35084 -0.79021 -3.38149
C 0.96840 -0.86018 -3.77244
C 0.57734 -1.43122 -4.97600
C 1.54996 -2.00866 -5.79768
C 2.90132 -1.98552 -5.41363
C 3.30421 -1.39188 -4.20781
C 0.19739 -0.06076 -2.84173
C 1.11175 0.52865 -1.89196
C 0.63552 1.52208 -1.03355
C -0.73602 1.79925 -1.00772
C -1.61674 1.20839 -1.93278
C -1.13593 0.31382 -2.89557
H 2.95379 1.23813 0.20751
H 5.10071 2.14915 0.99894
H 7.09712 2.14526 -0.49604
H 6.86348 1.34431 -2.86098
H 4.68364 0.53767 -3.67858
H -0.47138 -1.39773 -5.26582
H 1.26426 -2.48062 -6.73852
H 3.65598 -2.41601 -6.07464
H 4.35155 -1.40767 -3.91172
H 1.32153 2.09531 -0.41525
H -1.11959 2.53022 -0.29155
H -2.67707 1.46102 -1.90622
H -1.77115 -0.09061 -3.68510

Results
- Charge: +1
- E_HOMO: -7.821 eV
- Frontier orbital gap: 2.2 eV
- Spin multiplicity: 1



Record 4
Here is C54H50AsBiBr2I2N5O3S as an isolated structure from the Open Molecules 2025 dataset. Energies are from wB97M-V/def2-TZVPD.

Atoms and positions in Å:
Bi -0.00947 0.89709 1.02555
I -0.06633 -0.09292 6.56315
C 1.35331 0.94921 5.44781
C 2.53306 1.39868 6.05705
C 3.48189 2.07967 5.33928
I 5.20693 2.73029 6.33906
C 3.29532 2.33035 3.95782
C 4.21080 2.99444 3.10668
C 3.90938 3.21089 1.79333
C 2.69339 2.73528 1.28052
N 1.84819 2.07651 2.03863
C 2.09800 1.87357 3.35825
C 1.06431 1.15929 4.09026
O -0.00444 0.78483 3.50439
H 2.69205 1.19879 7.10874
H 5.15506 3.33013 3.51595
H 4.60553 3.71763 1.13680
H 2.39339 2.88467 0.24832
Br -0.93768 4.82054 -2.63006
C -1.34881 5.07806 -0.79491
C -2.09043 6.20447 -0.42200
C -2.38150 6.43428 0.89204
Br -3.38150 7.99427 1.34349
C -1.98489 5.51670 1.89577
C -2.28635 5.64089 3.27136
C -1.91004 4.66036 4.14372
C -1.21479 3.53813 3.65223
N -0.88302 3.40676 2.38977
C -1.24198 4.37433 1.50474
C -0.83979 4.14804 0.12029
O -0.10098 3.16391 -0.20240
H -2.42692 6.89535 -1.18320
H -2.82680 6.51196 3.61613
H -2.14617 4.72815 5.19938
H -0.92692 2.72736 4.31810
C -2.20201 -5.52511 0.87312
C -1.62815 -4.95637 2.16661
N -0.53605 -4.01117 1.92537
C 0.81102 -4.57976 1.91680
C 1.41581 -4.69550 3.31365
C -0.79750 -2.68551 1.77191
S 0.58497 -1.64063 1.79032
N -2.09158 -2.38678 1.70790
C -2.63802 -1.28921 1.18628
O -2.09436 -0.41575 0.48490
C -4.11925 -1.15055 1.40277
C -4.92393 -2.25315 1.67327
C -6.28971 -2.09215 1.86084
C -6.85774 -0.82503 1.78673
C -6.05701 0.27723 1.51034
C -4.69382 0.11155 1.30790
H -3.03274 -6.20463 1.08947
H -1.44316 -6.08015 0.31352
H -2.56639 -4.70638 0.24777
H -1.23215 -5.75474 2.79768
H -2.40790 -4.43586 2.71409
H 1.44769 -3.95456 1.29708
H 0.74161 -5.56336 1.44753
H 1.50911 -3.70290 3.75807
H 2.41047 -5.14525 3.25556
H 0.79424 -5.31256 3.96766
H -4.46211 -3.23165 1.72459
H -6.91381 -2.95403 2.06921
H -7.92345 -0.69585 1.94222
H -6.49647 1.26659 1.45331
H -4.05908 0.95816 1.07665
C -3.74692 -4.14612 -1.99178
C -2.72159 -3.04315 -2.07707
C -1.37078 -3.29180 -1.89609
C -0.41800 -2.27332 -1.95883
C 1.02772 -2.65100 -1.79666
C -0.82904 -0.96050 -2.21431
As 0.26244 0.69702 -2.04530
N 1.42630 0.32571 -0.62332
C 2.74710 -0.13638 -0.54321
C 3.37397 -0.31336 0.70796
C 4.68534 -0.74484 0.82730
C 5.45478 -1.02019 -0.29529
C 4.86123 -0.86218 -1.53926
C 3.54640 -0.43691 -1.66388
C 1.37501 0.74836 -3.69191
C 2.35239 1.75741 -3.64987
C 2.49972 2.67658 -2.46017
C 3.24048 1.91581 -4.70910
C 3.16914 1.12432 -5.84144
C 4.15065 1.27842 -6.97569
C 2.13482 0.20149 -5.91679
C 1.21810 0.00978 -4.88490
C 0.10030 -0.96943 -5.17144
C -2.19608 -0.69934 -2.42015
C -2.71071 0.70012 -2.68744
C -3.11361 -1.73799 -2.35732
H -3.27161 -5.12720 -1.94975
H -4.41357 -4.12387 -2.85664
H -4.36939 -4.03028 -1.09960
H -1.03782 -4.30792 -1.70115
H 1.16870 -3.71882 -1.98206
H 1.38591 -2.42940 -0.78958
H 1.65458 -2.09704 -2.49203
H 2.82071 -0.12828 1.61689
H 5.10568 -0.86558 1.82003
H 6.47952 -1.35567 -0.19863
H 5.42940 -1.06725 -2.44047
H 3.13313 -0.34139 -2.65145
H 1.52790 2.97910 -2.05800
H 3.04994 3.57497 -2.74558
H 3.05934 2.17652 -1.66476
H 4.00808 2.68278 -4.63934
H 4.92784 2.00182 -6.72684
H 3.64809 1.61781 -7.88482
H 4.63291 0.32545 -7.20458
H 2.02315 -0.39066 -6.82216
H 0.06271 -1.16942 -6.24444
H -0.86582 -0.57725 -4.86934
H 0.24084 -1.91888 -4.65530
H -2.19577 1.18238 -3.52074
H -2.55589 1.33749 -1.81254
H -3.77862 0.67695 -2.90850
H -4.16945 -1.52179 -2.50182

Results
- Charge: -1
- E_HOMO: -4.821 eV
- Frontier orbital gap: 6.8 eV
- Spin multiplicity: 1



Which energy above the lowest of the compared OMol25 structures with the same formula, charge and spin belongs to each record? In order, 1.4, 96.9, 3.7, 0.0 kcal/mol.